4
Properties=species:S:1:pos:R:3:forces:R:3 method="wB97M-V/def2-TZVPD" energy_ha=-1716.754172 smiles=ClSSCl e_above_lowest_kcal_mol=4.2 homo_energy_ha=-0.3601
Cl -2.370 -0.579 -0.222 1.04 0.19 0.20
S -0.736 0.519 0.588 -0.59 0.08 -0.32
S 0.836 0.609 -0.603 -0.64 0.19 0.11
Cl 2.270 -0.549 0.237 0.19 -0.46 0.00